Formula: C59H43Cl4GeIN7O6Sn
Source: OMol25
Level of theory: the ωB97M-V functional and the def2-TZVPD basis

Atoms and positions in Å:
Sn  -0.31  -0.42  -0.06
Cl  -4.32  -0.07  5.68
C  -3.89  -0.32  4.00
C  -2.64  -0.81  3.70
C  -2.25  -1.01  2.38
N  -0.97  -1.40  1.96
C  -0.15  -2.11  2.72
O  -0.28  -2.53  3.87
C  1.13  -2.44  1.97
C  2.20  -2.99  2.67
C  3.36  -3.28  1.98
C  3.42  -3.01  0.62
C  2.31  -2.46  0.00
N  1.19  -2.18  0.67
C  -3.17  -0.72  1.34
C  -4.43  -0.23  1.67
C  -4.79  -0.02  2.99
Cl  -6.37  0.61  3.33
N  -2.70  -0.87  0.04
C  -3.54  -1.28  -0.92
O  -4.75  -1.52  -0.83
C  -2.92  -1.47  -2.29
C  -3.74  -1.84  -3.35
C  -3.19  -1.99  -4.61
C  -1.83  -1.76  -4.78
C  -1.08  -1.41  -3.67
N  -1.61  -1.27  -2.45
H  -1.95  -1.04  4.50
H  2.07  -3.18  3.73
H  4.21  -3.71  2.49
H  4.31  -3.21  0.04
H  2.30  -2.21  -1.05
H  -5.13  -0.01  0.88
H  -4.79  -1.98  -3.14
H  -3.81  -2.28  -5.45
H  -1.36  -1.85  -5.74
H  -0.01  -1.23  -3.74
Cl  4.03  5.05  -0.38
C  3.69  5.74  1.18
C  3.34  7.08  1.15
C  2.91  7.73  2.30
C  2.83  7.01  3.48
C  3.20  5.68  3.50
Cl  3.11  4.85  5.02
C  3.67  4.98  2.37
N  3.96  3.64  2.56
C  4.85  2.80  1.88
C  6.06  3.29  1.38
C  6.93  2.47  0.69
C  6.63  1.13  0.51
C  5.47  0.62  1.09
C  4.58  1.42  1.80
C  3.45  0.73  2.54
C  2.01  1.29  2.38
O  1.71  2.30  3.04
O  1.26  0.64  1.60
H  3.37  7.60  0.20
H  2.62  8.77  2.26
H  2.47  7.47  4.39
H  3.18  3.14  3.03
H  6.29  4.33  1.52
H  7.85  2.88  0.29
H  7.29  0.48  -0.05
H  5.24  -0.43  0.99
H  3.68  0.77  3.61
H  3.42  -0.31  2.23
C  0.14  3.35  -0.11
Ge  -0.61  2.32  -1.60
C  -2.59  2.71  -1.61
C  -3.03  4.04  -1.61
C  -4.39  4.34  -1.59
C  -5.33  3.32  -1.57
C  -4.90  1.99  -1.57
C  -3.55  1.70  -1.58
C  -0.08  3.24  -3.28
C  0.90  4.19  -3.22
C  1.29  4.93  -4.36
C  0.68  4.72  -5.57
C  -0.32  3.73  -5.69
C  -0.95  3.46  -6.93
C  -1.88  2.46  -7.05
C  -2.22  1.68  -5.92
C  -1.65  1.94  -4.71
C  -0.69  2.97  -4.54
H  -0.07  4.42  -0.23
H  1.21  3.18  -0.08
H  -0.29  3.00  0.83
H  -2.31  4.84  -1.63
H  -4.71  5.37  -1.59
H  -6.39  3.55  -1.54
H  -5.63  1.19  -1.54
H  -3.22  0.66  -1.55
H  1.41  4.39  -2.28
H  2.08  5.67  -4.28
H  0.96  5.29  -6.44
H  -0.67  4.05  -7.79
H  -2.34  2.26  -8.01
H  -2.94  0.88  -6.02
H  -1.92  1.34  -3.84
O  1.59  -0.87  -1.97
C  2.14  0.23  -2.17
O  1.63  1.35  -1.92
C  3.56  0.22  -2.71
C  4.49  1.14  -2.23
C  5.79  1.14  -2.72
C  6.16  0.24  -3.71
C  5.23  -0.67  -4.20
C  3.94  -0.69  -3.69
H  4.18  1.83  -1.47
H  6.51  1.84  -2.32
H  7.17  0.25  -4.10
H  5.51  -1.37  -4.98
H  3.21  -1.41  -4.04
I  -2.29  5.94  3.97
C  -2.02  4.11  3.04
C  -1.21  3.09  3.47
N  -1.33  2.13  2.53
N  -2.13  2.47  1.52
C  -2.56  3.69  1.81
H  -0.58  2.98  4.33
H  -0.81  1.26  2.48
H  -3.23  4.20  1.15

Output
* multiplicity: 2
* molecular weight: 1406.073 g/mol
* LUMO level (spin up / spin down): 3.5 / 3.5 eV
* frontier orbital gap (spin up / spin down): 4.97 / 6.26 eV
* energy above the lowest of the compared OMol25 structures with the same formula, charge and spin: 46.9 kJ/mol
* E_HOMO (spin up / spin down): -1.47 / -2.76 eV
* charge: -2

Atom charges from the Löwdin analysis, given in e for atoms 1 to 99: number 1, Sn, carries 1.448; number 2, Cl, carries 0.611; number 3, C, carries -0.687; number 4, C, carries -0.054; number 5, C, carries -0.228; number 6, N, carries -0.013; number 7, C, carries -0.488; number 8, O, carries 0.008; number 9, C, carries -0.195; number 10, C, carries -0.009; number 11, C, carries -0.073; number 12, C, carries -0.061; number 13, C, carries -0.110; number 14, N, carries 0.022; number 15, C, carries -0.229; number 16, C, carries -0.044; number 17, C, carries -0.681; number 18, Cl, carries 0.616; number 19, N, carries -0.016; number 20, C, carries -0.527; number 21, O, carries -0.002; number 22, C, carries -0.211; number 23, C, carries -0.004; number 24, C, carries -0.077; number 25, C, carries -0.078; number 26, C, carries -0.127; number 27, N, carries 0.082; number 28, H, carries 0.099; number 29, H, carries 0.112; number 30, H, carries 0.100; number 31, H, carries 0.100; number 32, H, carries 0.084; number 33, H, carries 0.098; number 34, H, carries 0.110; number 35, H, carries 0.099; number 36, H, carries 0.099; number 37, H, carries 0.100; number 38, Cl, carries 0.725; number 39, C, carries -0.568; number 40, C, carries -0.138; number 41, C, carries -0.104; number 42, C, carries -0.128; number 43, C, carries -0.573; number 44, Cl, carries 0.705; number 45, C, carries -0.260; number 46, N, carries 0.072; number 47, C, carries -0.208; number 48, C, carries -0.072; number 49, C, carries -0.114; number 50, C, carries -0.128; number 51, C, carries -0.050; number 52, C, carries -0.132; number 53, C, carries -0.030; number 54, C, carries -0.611; number 55, O, carries -0.036; number 56, O, carries -0.154; number 57, H, carries 0.094; number 58, H, carries 0.098; number 59, H, carries 0.097; number 60, H, carries 0.065; number 61, H, carries 0.103; number 62, H, carries 0.095; number 63, H, carries 0.094; number 64, H, carries 0.103; number 65, H, carries 0.131; number 66, H, carries 0.092; number 67, C, carries -0.221; number 68, Ge, carries 0.928; number 69, C, carries -0.305; number 70, C, carries -0.132; number 71, C, carries -0.118; number 72, C, carries -0.111; number 73, C, carries -0.078; number 74, C, carries -0.114; number 75, C, carries -0.219; number 76, C, carries -0.101; number 77, C, carries -0.086; number 78, C, carries -0.062; number 79, C, carries -0.178; number 80, C, carries -0.061; number 81, C, carries -0.106; number 82, C, carries -0.087; number 83, C, carries -0.032; number 84, C, carries -0.159; number 85, H, carries 0.029; number 86, H, carries 0.009; number 87, H, carries -0.021; number 88, H, carries 0.098; number 89, H, carries 0.089; number 90, H, carries 0.088; number 91, H, carries 0.098; number 92, H, carries 0.050; number 93, H, carries 0.076; number 94, H, carries 0.094; number 95, H, carries 0.098; number 96, H, carries 0.099; number 97, H, carries 0.089; number 98, H, carries 0.091; number 99, H, carries 0.076